Computed, not measured: a 9-piece molecular cluster, C54H45N9O18 overall at a distorted geometry, with ωB97M-V with the def2-TZVPD basis set.

The total charge is 0. Its multiplicity is 1. For the total energy, the calculation gives -106963.4527 eV. The value obtained for the energy above the lowest of the compared OMol25 structures with the same formula, charge and spin is 584.6 kJ/mol. The frontier orbital gap comes out at 0.2940 hartree.

Each atom is followed by the atoms it is bonded to, with distances in Å.
Positions of all 126 atoms, in Å:
1 C -2.97 10.20 -1.30  C2 1.387, C6 1.423, H10 1.080
2 C -1.71 9.81 -0.85  C1 1.387, C3 1.384, H11 1.080
3 C -1.46 8.54 -0.36  C2 1.384, C4 1.432, H12 1.080
4 C -2.52 7.58 -0.32  C3 1.432, C5 1.429, N7 1.479
5 C -3.82 7.98 -0.76  C4 1.429, C6 1.410, H13 1.080
6 C -4.07 9.30 -1.20  C1 1.423, C5 1.410, H14 1.080
7 N -2.40 6.13 -0.09  C4 1.479, O8 1.261, O9 1.249
8 O -3.31 5.37 -0.53  N7 1.261
9 O -1.39 5.78 0.55  N7 1.249
10 H -3.23 11.14 -1.75  C1 1.080
11 H -0.84 10.44 -0.76  C2 1.080
12 H -0.43 8.39 -0.06  C3 1.080
13 H -4.59 7.23 -0.72  C5 1.080
14 H -5.09 9.65 -1.25  C6 1.080
15 C -8.42 -3.92 -2.59  C16 1.339, C20 1.397, H24 1.080
16 C -7.32 -4.66 -2.75  C15 1.339, C17 1.363, H25 1.080
17 C -6.09 -4.17 -2.42  C16 1.363, C18 1.414, H26 1.080
18 C -5.98 -2.81 -2.02  C17 1.414, C19 1.412, N21 1.501
19 C -7.17 -2.09 -1.77  C18 1.412, C20 1.383, H27 1.080
20 C -8.41 -2.64 -2.05  C15 1.397, C19 1.383, H28 1.080
21 N -4.63 -2.20 -1.79  C18 1.501, O22 1.268, O23 1.227
22 O -3.67 -2.77 -2.38  N21 1.268
23 O -4.37 -1.36 -0.93  N21 1.227
24 H -9.44 -4.28 -2.68  C15 1.080
25 H -7.28 -5.63 -3.22  C16 1.080
26 H -5.16 -4.70 -2.54  C17 1.080
27 H -7.00 -1.12 -1.32  C19 1.080
28 H -9.22 -1.97 -1.82  C20 1.080
29 C 4.74 3.15 3.39  C30 1.424, C34 1.363, H38 1.080
30 C 4.72 4.45 2.81  C29 1.424, C31 1.400, H39 1.080
31 C 5.88 5.07 2.34  C30 1.400, C32 1.415, H40 1.080
32 C 7.13 4.45 2.59  C31 1.415, C33 1.381, N35 1.540
33 C 7.15 3.22 3.22  C32 1.381, C34 1.370, H41 1.080
34 C 5.97 2.60 3.55  C29 1.363, C33 1.370, H42 1.080
35 N 8.43 5.02 1.98  C32 1.540, O36 1.261, O37 1.232
36 O 9.40 4.63 2.70  N35 1.261
37 O 8.40 5.73 0.98  N35 1.232
38 H 3.85 2.62 3.69  C29 1.080
39 H 3.77 4.93 2.62  C30 1.080
40 H 5.76 6.11 2.09  C31 1.080
41 H 8.02 2.64 3.48  C33 1.080
42 H 5.99 1.72 4.18  C34 1.080
43 C -1.98 1.00 -0.11  C44 1.379, C48 1.431, H52 1.080
44 C -0.89 0.22 -0.42  C43 1.379, C45 1.462, H53 1.080
45 C 0.48 0.64 -0.14  C44 1.462, C46 1.388, H54 1.080
46 C 0.74 1.84 0.51  C45 1.388, C47 1.389, N49 1.463
47 C -0.34 2.69 0.72  C46 1.389, C48 1.396, H55 1.080
48 C -1.65 2.26 0.48  C43 1.431, C47 1.396, H56 1.080
49 N 2.11 2.30 0.69  C46 1.463, O50 1.234, O51 1.302
50 O 2.98 1.43 0.81  N49 1.234
51 O 2.24 3.59 0.87  N49 1.302
52 H -3.01 0.75 -0.31  C43 1.080
53 H -1.16 -0.74 -0.84  C44 1.080
54 H 1.32 0.00 -0.36  C45 1.080
55 H -0.31 3.68 1.14  C47 1.080
56 H -2.33 3.07 0.73  C48 1.080
57 C -5.84 2.22 1.20  C58 1.377, C62 1.406, H66 1.080
58 C -7.07 1.92 0.64  C57 1.377, C59 1.415, H67 1.080
59 C -7.71 0.67 0.75  C58 1.415, C60 1.401, H68 1.080
60 C -6.98 -0.36 1.37  C59 1.401, C61 1.384, N63 1.485
61 C -5.67 -0.15 1.77  C60 1.384, C62 1.460, H69 1.080
62 C -5.06 1.17 1.72  C57 1.406, C61 1.460, H70 1.080
63 N -7.66 -1.68 1.43  C60 1.485, O64 1.290, O65 1.228
64 O -6.85 -2.68 1.41  N63 1.290
65 O -8.86 -1.85 1.27  N63 1.228
66 H -5.30 3.15 1.11  C57 1.080
67 H -7.60 2.62 0.01  C58 1.080
68 H -8.71 0.63 0.34  C59 1.080
69 H -5.05 -1.01 1.99  C61 1.080
70 H -4.02 1.43 1.87  C62 1.080
71 C -0.86 -5.68 4.15  C72 1.343, C76 1.345, H80 1.080
72 C -0.19 -4.52 4.15  C71 1.343, C73 1.379, H81 1.080
73 C 0.24 -3.96 2.96  C72 1.379, C74 1.397, H82 1.080
74 C -0.06 -4.66 1.79  C73 1.397, C75 1.381, N77 1.479
75 C -0.69 -5.89 1.81  C74 1.381, C76 1.345, H83 1.080
76 C -1.10 -6.35 3.01  C71 1.345, C75 1.345, H84 1.080
77 N 0.37 -4.08 0.50  C74 1.479, O78 1.169, O79 1.207
78 O 0.64 -4.77 -0.39  N77 1.169
79 O 0.29 -2.88 0.36  N77 1.207
80 H -1.33 -6.10 5.03  C71 1.080
81 H -0.09 -4.12 5.15  C72 1.080
82 H 0.74 -3.01 2.88  C73 1.080
83 H -0.88 -6.36 0.86  C75 1.080
84 H -1.58 -7.32 3.02  C76 1.080
85 C 4.18 -0.92 -2.29  C86 1.392, C90 1.431, H94 1.080
86 C 4.70 -1.62 -1.22  C85 1.392, C87 1.420, H95 1.080
87 C 5.69 -2.62 -1.44  C86 1.420, C88 1.434, H96 1.080
88 C 6.08 -3.00 -2.76  C87 1.434, C89 1.426, N91 1.509
89 C 5.43 -2.35 -3.86  C88 1.426, C90 1.382, H97 1.080
90 C 4.52 -1.34 -3.62  C85 1.431, C89 1.382, H98 1.080
91 N 6.99 -4.17 -3.04  C88 1.509, O92 1.270, O93 1.235
92 O 6.53 -5.09 -3.78  N91 1.270
93 O 8.15 -4.10 -2.61  N91 1.235
94 H 3.51 -0.08 -2.17  C85 1.080
95 H 4.41 -1.36 -0.21  C86 1.080
96 H 5.99 -3.16 -0.55  C87 1.080
97 H 5.65 -2.80 -4.82  C89 1.080
98 H 4.11 -0.77 -4.44  C90 1.080
99 C -0.66 -0.98 -3.71  C100 1.383, C104 1.404, H108 1.080
100 C -0.93 -0.32 -4.89  C99 1.383, C101 1.440, H109 1.080
101 C -0.07 -0.46 -6.03  C100 1.440, C102 1.446, H110 1.080
102 C 1.16 -1.20 -5.84  C101 1.446, C103 1.400, N105 1.524
103 C 1.38 -1.86 -4.62  C102 1.400, C104 1.402, H111 1.080
104 C 0.47 -1.79 -3.56  C99 1.404, C103 1.402, H112 1.080
105 N 2.21 -1.32 -6.93  C102 1.524, O106 1.219, O107 1.236
106 O 2.02 -0.69 -7.96  N105 1.219
107 O 3.34 -1.79 -6.76  N105 1.236
108 H -1.35 -0.77 -2.90  C99 1.080
109 H -1.74 0.39 -5.01  C100 1.080
110 H -0.10 0.14 -6.93  C101 1.080
111 H 2.25 -2.50 -4.58  C103 1.080
112 H 0.74 -2.45 -2.74  C104 1.080
113 C 3.37 -1.30 4.73  C114 1.396, C118 1.355, H122 1.080
114 C 3.86 -2.38 5.45  C113 1.396, C115 1.445, H123 1.080
115 C 4.51 -3.46 4.74  C114 1.445, C116 1.381, H124 1.080
116 C 4.51 -3.47 3.35  C115 1.381, C117 1.399, N119 1.469
117 C 3.83 -2.44 2.69  C116 1.399, C118 1.392, H125 1.080
118 C 3.36 -1.32 3.37  C113 1.355, C117 1.392, H126 1.080
119 N 5.03 -4.66 2.67  C116 1.469, O120 1.232, O121 1.258
120 O 5.02 -4.68 1.44  N119 1.232
121 O 5.30 -5.69 3.33  N119 1.258
122 H 2.98 -0.42 5.23  C113 1.080
123 H 3.71 -2.56 6.51  C114 1.080
124 H 4.78 -4.31 5.34  C115 1.080
125 H 3.67 -2.48 1.62  C117 1.080
126 H 2.84 -0.51 2.88  C118 1.080